142
Properties=species:S:1:pos:R:3 method="wB97M-V/def2-TZVPD" de_lowest_kj_mol=190.9 e_tot_ev=-246192.2725 total_charge=-1 gap_ev=5.67 lumo_energy_ev=1.49
Cs -0.35 1.16 -1.50
S 1.16 -1.01 0.29
C 2.78 -0.55 0.25
N 3.88 -0.20 0.20
C -6.55 1.86 -0.86
C -5.84 2.27 0.41
O -4.58 2.89 0.13
P -3.30 1.87 -0.05
O -2.13 2.86 0.49
C -2.15 3.07 1.93
C -2.67 4.45 2.26
O -2.97 2.02 -1.64
C -2.90 3.31 -2.29
C -3.80 3.31 -3.50
H -7.52 1.43 -0.63
H -5.97 1.12 -1.41
H -6.70 2.73 -1.51
H -5.68 1.40 1.06
H -6.42 3.00 0.98
H -1.12 2.92 2.27
H -2.73 2.28 2.41
H -2.08 5.22 1.76
H -2.61 4.61 3.33
H -3.71 4.56 1.94
H -1.86 3.48 -2.58
H -3.19 4.09 -1.58
H -3.52 2.53 -4.21
H -3.74 4.27 -4.01
H -4.84 3.14 -3.20
F 0.54 0.58 9.14
C 0.22 0.44 7.84
C -0.11 1.55 7.07
F -0.10 2.77 7.64
C -0.44 1.39 5.74
F -0.74 2.52 5.07
C -0.47 0.15 5.09
Se -0.91 -0.01 3.26
C -0.13 -0.93 5.90
F -0.12 -2.18 5.41
C 0.20 -0.80 7.24
F 0.52 -1.89 7.97
C 3.30 -1.08 -8.87
C 1.93 -0.53 -8.61
C 1.76 0.61 -7.83
C 0.50 1.10 -7.54
C -0.62 0.44 -8.04
C -0.48 -0.69 -8.83
C 0.80 -1.16 -9.11
S -2.23 0.99 -7.56
O -3.18 0.19 -8.28
O -2.23 2.42 -7.63
N -2.37 0.63 -5.98
C -2.32 -0.77 -5.54
C -0.94 -1.23 -5.06
C -0.39 -0.41 -3.89
O -0.27 0.84 -4.08
O -0.12 -1.00 -2.82
H 4.05 -0.29 -8.85
H 3.35 -1.58 -9.84
H 3.58 -1.82 -8.11
H 2.63 1.11 -7.42
H 0.38 1.97 -6.91
H -1.36 -1.18 -9.22
H 0.91 -2.04 -9.73
H -1.69 1.18 -5.43
H -2.68 -1.39 -6.36
H -3.05 -0.88 -4.73
H -0.23 -1.18 -5.88
H -1.01 -2.27 -4.73
C 5.08 -6.53 -0.28
C 4.35 -5.20 -0.12
C 3.61 -4.79 -1.38
C 2.93 -3.42 -1.29
Ge 1.48 -3.25 0.00
C -0.24 -3.82 -0.70
C -0.26 -5.17 -1.43
C -0.49 -6.38 -0.52
C 0.61 -6.62 0.50
H 5.59 -6.83 0.63
H 5.82 -6.48 -1.08
H 4.38 -7.33 -0.54
H 5.07 -4.41 0.15
H 3.66 -5.27 0.73
H 2.88 -5.57 -1.63
H 4.32 -4.77 -2.21
H 2.49 -3.13 -2.25
H 3.67 -2.65 -1.05
H 1.84 -3.78 1.40
H -0.51 -3.02 -1.39
H -0.97 -3.81 0.11
H 0.66 -5.32 -2.00
H -1.06 -5.15 -2.18
H -0.61 -7.27 -1.14
H -1.44 -6.25 0.01
H 1.59 -6.68 0.02
H 0.46 -7.56 1.03
H 0.65 -5.83 1.25
C -3.98 -2.98 1.14
C -2.85 -2.16 1.16
N -2.52 -1.38 0.13
C -3.30 -1.41 -0.94
C -4.43 -2.21 -1.08
C -4.78 -3.00 0.01
C -5.23 -2.13 -2.32
C -5.77 -3.12 -3.03
C -5.62 -4.58 -2.83
C -4.43 -5.18 -2.43
C -4.43 -6.56 -2.34
N -5.50 -7.31 -2.62
C -6.57 -6.63 -3.01
N -6.69 -5.31 -3.14
H -4.22 -3.57 2.01
H -2.21 -2.10 2.03
H -3.03 -0.75 -1.76
H -5.67 -3.61 -0.02
H -5.41 -1.12 -2.68
H -6.40 -2.86 -3.87
H -3.55 -4.60 -2.20
H -3.53 -7.09 -2.04
H -7.45 -7.21 -3.26
C 1.75 6.59 -0.48
C 1.55 5.15 -0.94
Sb 1.51 3.59 0.57
C 1.04 4.79 2.31
C 2.16 5.61 2.95
C 3.64 3.38 0.88
C 4.54 4.56 0.53
H 1.69 7.29 -1.32
H 2.72 6.73 -0.01
H 0.98 6.88 0.24
H 2.34 4.86 -1.64
H 0.61 5.05 -1.49
H 0.65 4.07 3.03
H 0.20 5.43 2.03
H 3.01 4.98 3.22
H 1.81 6.09 3.86
H 2.53 6.39 2.28
H 3.92 2.50 0.30
H 3.75 3.09 1.93
H 4.40 4.88 -0.51
H 5.59 4.29 0.64
H 4.36 5.42 1.16

***

129
Properties=species:S:1:pos:R:3 method="wB97M-V/def2-TZVPD" de_lowest_kj_mol=92.9 e_tot_ev=-87792.7322 gap_ev=7.19 lumo_energy_ev=-0.17
Pt 0.09 0.62 1.32
C -0.62 0.89 4.57
N -0.56 -0.24 3.65
C 0.54 -1.13 4.04
C -1.82 -0.95 3.55
C -1.98 -1.54 2.15
N -1.91 -0.53 1.08
C -3.08 0.38 1.18
C -3.38 1.10 -0.11
C -4.28 0.56 -1.02
C -4.51 1.16 -2.25
C -3.84 2.35 -2.53
C -2.96 2.96 -1.64
C -2.75 2.29 -0.43
O -1.96 2.92 0.52
C -2.23 4.26 -1.99
C -2.56 5.38 -0.99
C -0.71 4.01 -2.02
C -2.64 4.77 -3.38
C -5.47 0.49 -3.24
C -4.96 -0.92 -3.56
C -5.58 1.28 -4.54
C -6.87 0.40 -2.61
C -1.90 -1.21 -0.23
C -0.81 -2.23 -0.46
C -1.13 -3.23 -1.38
C -0.22 -4.19 -1.78
C 1.05 -4.10 -1.21
C 1.43 -3.12 -0.30
C 0.48 -2.15 0.08
O 0.81 -1.23 1.00
C 2.88 -3.06 0.21
C 2.96 -3.02 1.74
C 3.53 -1.80 -0.37
C 3.71 -4.26 -0.26
C -0.62 -5.27 -2.78
C 0.58 -6.10 -3.24
C -1.63 -6.21 -2.12
C -1.26 -4.62 -4.02
H -0.78 0.56 5.61
H -1.42 1.57 4.28
H 0.32 1.44 4.52
H 0.42 -1.45 5.08
H 1.49 -0.61 3.92
H 0.55 -2.00 3.39
H -2.64 -0.27 3.78
H -1.87 -1.77 4.27
H -2.96 -2.04 2.09
H -1.21 -2.28 1.97
H -2.90 1.09 1.99
H -3.96 -0.21 1.45
H -4.78 -0.36 -0.76
H -4.02 2.83 -3.48
H -2.21 5.15 0.02
H -3.64 5.54 -0.94
H -2.09 6.31 -1.31
H -0.30 3.79 -1.03
H -0.20 4.89 -2.40
H -0.47 3.16 -2.67
H -3.71 4.96 -3.44
H -2.36 4.07 -4.17
H -2.12 5.71 -3.57
H -3.97 -0.87 -4.02
H -5.64 -1.41 -4.26
H -4.88 -1.54 -2.67
H -4.62 1.37 -5.04
H -5.99 2.28 -4.38
H -6.26 0.76 -5.22
H -6.86 -0.22 -1.70
H -7.57 -0.06 -3.31
H -7.24 1.39 -2.34
H -1.86 -0.45 -1.00
H -2.86 -1.73 -0.34
H -2.14 -3.25 -1.77
H 1.79 -4.84 -1.50
H 2.63 -2.06 2.13
H 4.00 -3.19 2.05
H 2.35 -3.82 2.18
H 2.99 -0.91 -0.08
H 3.55 -1.85 -1.47
H 4.56 -1.73 -0.02
H 3.30 -5.21 0.12
H 4.72 -4.16 0.13
H 3.78 -4.32 -1.34
H 1.03 -6.66 -2.42
H 1.36 -5.46 -3.69
H 0.26 -6.82 -4.00
H -1.19 -6.72 -1.26
H -1.97 -6.97 -2.84
H -2.51 -5.66 -1.78
H -0.59 -3.88 -4.45
H -2.20 -4.13 -3.78
H -1.46 -5.38 -4.78
C 1.93 3.66 4.23
Si 0.74 4.16 2.88
C 1.58 5.21 1.57
C -0.69 5.11 3.61
C -0.03 2.74 1.96
C -0.89 2.40 1.12
H 1.49 3.79 5.22
H 2.84 4.26 4.19
H 2.22 2.61 4.12
H 2.33 5.86 2.02
H 0.85 5.84 1.04
H 2.06 4.57 0.82
H -0.32 6.05 4.03
H -1.17 4.55 4.41
H -1.45 5.35 2.86
C 6.19 -0.41 3.31
C 6.41 -0.36 1.83
C 7.20 -1.31 1.19
C 7.39 -1.27 -0.18
Cl 8.35 -2.50 -0.96
C 6.81 -0.27 -0.94
C 6.02 0.69 -0.32
C 5.82 0.64 1.05
O 5.12 1.58 1.75
C 4.03 2.25 1.15
C 2.70 1.50 1.25
O 2.33 1.10 2.37
O 1.95 1.43 0.24
H 6.97 -0.99 3.80
H 5.22 -0.88 3.54
H 6.16 0.59 3.74
H 7.65 -2.11 1.77
H 6.97 -0.24 -2.01
H 5.58 1.47 -0.92
H 4.23 2.55 0.12
H 3.90 3.15 1.75